# 1
# C7H10

2 unconnected molecules or ions with the total composition C7H10 at a distorted geometry (the ωB97M-V functional and the def2-TZVPD basis, the Open Molecules 2025 dataset).

```
! wB97M-V def2-TZVPD RIJCOSX def2/J DEFGRID3
* xyz 0 1
C 1.3287 -0.3244 0.9839
C 1.2640 0.8170 0.0216
C 1.2991 -0.5957 -0.5056
C -0.0884 -0.7599 -1.0966
C -1.1541 -0.0269 -0.6897
C -1.3012 1.0129 0.4145
C -0.1252 1.2692 -0.3757
H 2.2882 -0.4725 1.4741
H 0.4749 -0.5658 1.6133
H 2.0977 1.5120 -0.0590
H 2.1493 -1.1193 -0.9371
H -0.2037 -1.3760 -1.9814
H -2.1584 -1.9603 0.6035
H -2.4237 -1.5742 0.0257
H -2.2021 1.6192 0.3568
H -1.0733 0.6503 1.4189
H -0.1717 1.8944 -1.2672
*
```

The energy relative to the best compared isomer or geometry (same formula, charge and spin) is 6.2542 eV. Its HOMO energy is -0.2800 hartree. For the molar mass, the calculation gives 94.2 g mol⁻¹. As for the total energy: -272.48816 Ha. The value obtained for the LUMO energy is 0.73 eV. The calculation puts the frontier orbital gap at 0.307 Ha.

# 2
# C39H34ClN3PtSSi2

A molecular structure, C39H34ClN3PtSSi2 at a distorted geometry (the ωB97M-V functional and the def2-TZVPD basis, the Open Molecules 2025 dataset).

```
! wB97M-V def2-TZVPD RIJCOSX def2/J DEFGRID3
* xyz 2 5
C -1.3749 -3.7988 1.9778
C -0.5328 -3.5111 0.8986
C 0.4312 -2.5325 1.3281
H -0.5201 -4.0041 -0.0795
C 0.1889 -2.2582 2.7420
C -1.0737 -2.9205 3.0637
H -1.5669 -2.9285 4.0384
H -2.0608 -4.6464 2.0167
H 1.3412 -2.3105 0.7897
H 0.8255 -1.6751 3.4029
Pt -1.0849 -0.7708 1.7951
Si -0.7175 0.6125 -2.6324
C 0.0932 -0.1172 -4.1006
C 0.5869 0.7030 -5.1218
H 0.2124 1.7172 -5.1908
C 1.6087 0.2532 -5.9596
H 2.0290 0.8933 -6.7361
C 2.0582 -1.0661 -5.8191
H 2.8718 -1.4230 -6.4524
C 1.4269 -1.9409 -4.9195
H 1.7121 -2.9890 -4.8599
C 0.3911 -1.4884 -4.1024
H -0.1000 -2.1402 -3.3674
C 0.2202 0.2018 -1.0016
C 1.4371 -0.3097 -1.3682
H 1.6558 -0.5167 -2.4203
C 2.5095 -0.5184 -0.4531
H 3.4172 -0.9166 -0.9099
C 2.4640 -0.0636 0.8436
H 3.3000 -0.2228 1.5513
C 1.2140 0.5670 1.3155
H 1.1396 0.5231 2.4330
C -0.0352 0.2982 0.4864
H -0.9309 0.9751 0.8098
H -0.7497 2.0480 -2.6665
Si 0.9482 2.3907 1.4682
C 2.3102 3.0789 2.5496
C 3.5195 3.3166 1.8993
H 3.6051 3.0161 0.8651
C 4.5966 3.9150 2.5648
H 5.5505 4.0508 2.0466
C 4.4346 4.3315 3.8934
H 5.2259 4.8860 4.3965
C 3.2542 4.0375 4.5784
H 3.1585 4.3308 5.6263
C 2.2159 3.3672 3.9145
H 1.3268 3.0564 4.4486
C 1.1232 3.0980 -0.2144
C 2.1839 2.5573 -0.9298
H 2.7725 1.7627 -0.4916
C 2.5405 2.9499 -2.2111
H 3.4308 2.5277 -2.6808
C 1.7471 3.9031 -2.8432
H 1.9976 4.2104 -3.8654
C 0.6757 4.4727 -2.1457
H 0.0693 5.2346 -2.6479
C 0.3629 4.0817 -0.8340
H -0.4667 4.5423 -0.3109
H -1.7918 -0.1669 -2.2384
Cl -0.7440 3.0302 2.3577
N -4.8299 -2.5316 1.1625
C -4.4009 -3.0405 -0.0571
C -4.8496 -4.1660 -0.7399
C -4.0992 -4.5941 -1.8471
C -2.9207 -3.9301 -2.2018
C -2.4373 -2.8506 -1.4440
C -3.1831 -2.4047 -0.3359
N -2.8813 -1.5676 0.7571
C -3.9063 -1.6469 1.6295
C -3.7683 -1.0216 2.9207
C -4.3938 -1.0982 4.1409
S -3.5218 -0.2337 5.3564
C -2.2994 0.1974 4.2677
N -2.5532 -0.3517 3.0608
H -5.6454 -2.8395 1.6653
H -5.7442 -4.6846 -0.4051
H -4.4247 -5.4545 -2.4330
H -2.3601 -4.2755 -3.0794
H -1.5079 -2.3561 -1.6986
H -5.2858 -1.6680 4.3269
H -1.4211 0.8139 4.4273
*
```

The energy relative to the best compared isomer or geometry (same formula, charge and spin) is 2.2140 eV. Its HOMO energy (spin up / spin down) is -0.4394 / -0.4916 hartree. For the molar mass, the calculation gives 863.5 g mol⁻¹. As for the total energy: -3226.76649 Ha. The value obtained for the LUMO energy (spin up / spin down) is -5.87 / -8.47 eV. The calculation puts the frontier orbital gap (spin up / spin down) at 0.224 / 0.180 Ha.

# 3
# C21H25IrN4O7S

A molecular structure, C21H25IrN4O7S at a distorted geometry (the ωB97M-V functional and the def2-TZVPD basis, the Open Molecules 2025 dataset).

```
! wB97M-V def2-TZVPD RIJCOSX def2/J DEFGRID3
* xyz -1 2
Ir 0.0273 0.2888 -0.0251
O 4.0914 -0.6051 -1.1353
C 2.8976 -0.8648 -1.1131
O 1.9274 -0.0421 -1.2409
C 2.4908 -2.3662 -1.0249
C 1.2231 -2.6408 -1.8590
C 1.1351 -4.1565 -2.1159
C 0.7051 -4.6587 -0.7155
C 0.5995 -3.3283 0.0540
O 0.1548 -2.4150 -0.9420
C 2.0130 -2.8112 0.3755
C 1.9279 -1.5966 1.3331
O 2.9422 -1.2027 1.8866
O 0.7461 -1.0959 1.4742
H 3.3553 -2.9312 -1.3692
H 1.1069 -2.0046 -2.7323
H 0.3788 -4.3706 -2.8709
H 2.0911 -4.5643 -2.4412
H -0.2633 -5.1573 -0.7478
H 1.4315 -5.3290 -0.2568
H -0.0791 -3.3264 0.9027
H 2.6620 -3.5643 0.8205
N 1.6382 1.5157 1.1595
C 2.1479 2.5927 0.3460
C 1.0197 3.1601 -0.5605
O 1.2151 4.2345 -1.0950
O -0.0214 2.4244 -0.6573
H 1.1580 1.8394 1.9928
H 2.3235 0.7992 1.4024
H 2.9159 2.2161 -0.3285
H 2.5514 3.4263 0.9227
C -0.0210 1.1640 -3.3810
C -1.1864 0.3679 -2.9111
C -2.2390 -0.1229 -3.6708
C -3.0941 -0.8170 -2.7943
C -2.5336 -0.7266 -1.5255
C -2.9961 -1.3507 -0.2576
N -1.3837 -0.0031 -1.6070
H -0.0354 1.2616 -4.4643
H 0.9142 0.7077 -3.0487
H -0.0461 2.1540 -2.9217
H -2.3541 0.0131 -4.7340
H -4.0053 -1.3365 -3.0449
H -3.7664 -2.0955 -0.4533
H -3.3917 -0.6130 0.4380
H -2.1424 -1.8213 0.2392
C -6.0872 -0.3940 2.5832
C -5.1119 0.7417 2.4774
C -5.4843 2.0663 2.6832
C -4.4822 3.0106 2.5254
N -3.2231 2.6897 2.2778
C -2.9420 1.3887 2.1416
S -1.2637 0.9310 2.0749
N -3.8591 0.4156 2.1845
H -7.0124 -0.0698 3.0570
H -5.6371 -1.1999 3.1599
H -6.3092 -0.7790 1.5871
H -6.4978 2.3385 2.9416
H -4.6880 4.0732 2.6118
*
```

The energy relative to the best compared isomer or geometry (same formula, charge and spin) is 2.8212 eV. Its HOMO energy (spin up / spin down) is -0.1611 / -0.1605 hartree. For the molar mass, the calculation gives 669.7 g mol⁻¹. As for the total energy: -2063.51997 Ha. The value obtained for the LUMO energy (spin up / spin down) is 1.01 / 0.44 eV. The calculation puts the frontier orbital gap (spin up / spin down) at 0.198 / 0.177 Ha.

# 4
# C5H6O2

C5H6O2 in the gas phase (the ωB97M-V functional and the def2-TZVPD basis, the Open Molecules 2025 dataset).

```
! wB97M-V def2-TZVPD RIJCOSX def2/J DEFGRID3
* xyz 0 1
O 1.1202 -1.9256 -0.6173
C 0.5382 -0.8705 -0.5610
C -0.5962 -0.4321 -1.4780
O -0.6519 1.0084 -1.2850
C 0.2054 1.5126 -0.4190
C -0.1513 0.3483 1.5662
C 0.7923 0.3250 0.3283
H -1.5574 -0.8969 -1.2226
H -0.3784 -0.6121 -2.5351
H -0.6442 1.3351 1.6193
H -0.9272 -0.4215 1.4979
H 0.4081 0.2133 2.4930
H 1.8425 0.4161 0.6133
*
```

The energy relative to the best compared isomer or geometry (same formula, charge and spin) is 2.9777 eV. Its HOMO energy is -0.3242 hartree. For the molar mass, the calculation gives 98.1 g mol⁻¹. As for the total energy: -344.49248 Ha. The value obtained for the LUMO energy is 0.62 eV. The calculation puts the frontier orbital gap at 0.347 Ha.